Here is a cluster of 2 separate species, C2H9N5S in total at a distorted geometry from the Open Molecules 2025 dataset. Energies are from ωB97M-V/def2-TZVPD.

electronic energy: -752.8835 Eh
LUMO level: -7.904 eV
net charge: +2
energy relative to the best compared isomer or geometry (same formula, charge and spin): 11.8 kcal per mole

CARTESIAN COORDINATES (ANGSTROEM)
1 C 1.3893 1.0231 -0.1296
2 C -1.8701 -2.4517 0.4015
3 N 1.8440 2.1274 -0.7058
4 N -2.5174 -3.3149 0.0025
5 N 0.2003 0.3833 -0.4514
6 N 2.0935 0.5189 0.9059
7 N -1.0448 -1.7256 1.0906
8 S -0.6674 0.7409 -1.7550
9 H 1.3120 2.4947 -1.4992
10 H 2.7723 2.5020 -0.6424
11 H -1.6361 1.4271 -1.2123
12 H -3.4249 -3.7000 -0.1304
13 H 2.7746 1.0043 1.3639
14 H 1.8555 -0.3563 1.2575
15 H -0.6745 -1.9625 2.0820
16 H -0.7317 -0.8660 0.6106
17 H -1.3733 -0.3517 -1.7538

Cartesian forces (eV/Å) of the 6 atoms listed first:
-0.307 -0.606 0.499
1.273 -0.175 2.892
-1.388 0.190 -1.425
0.017 0.017 -0.765
2.083 0.165 1.549
-2.574 -0.123 -2.712

Results of the Löwdin charge analysis, in e, for atoms 1 through 2:
1. C -0.47
2. C -0.14